[1]
Entry from OMol25: 4 unconnected molecules or ions with the total composition C3H15N2O3 at a distorted geometry (ωB97M-V with the def2-TZVPD basis set).

Each line ends with the Löwdin charge.
Cartesian coordinates (Å):
C (-1.8346, -1.8375, 0.2934)  -0.028
C (-0.3581, -1.6994, -0.0554)  -0.118
N (0.3430, -0.4715, 0.3990)  0.183
C (1.5895, -0.5272, 1.0427)  0.108
N (2.2392, 0.6665, 1.3514)  0.323
H (-2.3442, -2.3844, -0.4619)  0.093
H (-2.1776, -2.0838, 1.2924)  0.115
H (-2.3848, -0.8781, 0.3338)  0.079
H (0.2224, -2.6310, 0.2122)  0.171
H (-0.3568, -1.4569, -1.2497)  0.201
H (-0.1981, 0.4056, 0.4766)  0.147
H (1.9679, -1.4281, 1.3776)  0.148
H (2.0197, 1.5899, 0.9180)  0.148
H (2.9579, 0.7183, 1.9974)  0.130
H (-2.7792, 0.8767, -1.3305)  0.101
H (-3.0048, 1.9587, -0.2152)  -0.057
O (-2.4891, 1.3836, -0.5438)  0.043
H (0.5741, -1.5286, -3.1123)  0.110
H (1.3073, -0.1241, -3.0633)  0.118
O (1.0324, -0.8975, -2.4703)  -0.088
H (0.1883, 3.4726, 0.5185)  0.107
H (-0.6497, 2.4151, 0.4478)  0.004
O (0.2319, 2.5261, 0.7543)  -0.038

The total charge is +2. The energy above the lowest of the compared OMol25 structures with the same formula, charge and spin comes out at 2.7197 eV. The value obtained for the lowest unoccupied orbital energy (spin up / spin down) is -9.3 / -13.3 eV. Its spin multiplicity is 2. For the orbital gap (spin up / spin down), the calculation gives 9.6225 / 5.6356 eV.

***

[2]
Entry from OMol25: a molecular structure, C32H52InNP2S3 at a distorted geometry (ωB97M-V with the def2-TZVPD basis set).

Each line ends with the Löwdin charge.
Cartesian coordinates (Å):
In (-0.0793, -0.2228, 0.2842)  0.653
C (1.1070, -3.6314, 1.8107)  -0.480
C (-0.0312, -4.3538, 1.1126)  -0.457
S (-0.8548, -3.3359, -0.1682)  0.824
C (-2.6027, -3.6298, 0.2265)  -0.490
C (-3.1022, -3.0468, 1.5410)  -0.467
S (-2.5564, -1.3284, 1.8575)  0.803
C (-1.8259, -1.4557, 3.5241)  -0.487
C (-0.6061, -2.3478, 3.6887)  -0.458
S (0.7600, -1.9866, 2.5269)  0.797
H (1.4925, -4.2495, 2.6210)  0.099
H (1.9092, -3.4290, 1.1012)  0.057
H (0.3872, -5.2340, 0.6178)  0.096
H (-0.8009, -4.6853, 1.8080)  0.075
H (-3.1327, -3.1891, -0.6189)  0.086
H (-2.7551, -4.7112, 0.2151)  0.097
H (-4.1905, -3.0259, 1.5057)  0.090
H (-2.7866, -3.6374, 2.3987)  0.076
H (-1.5725, -0.4254, 3.7771)  0.052
H (-2.6151, -1.8018, 4.1951)  0.100
H (-0.2054, -2.1935, 4.6918)  0.093
H (-0.8509, -3.4019, 3.5683)  0.075
C (5.1365, -1.3551, -1.2896)  -0.089
C (3.9317, -1.5246, -0.3737)  -0.510
C (4.1137, -0.6738, 0.8788)  -0.113
P (2.2518, -1.1042, -1.1155)  1.048
C (1.7395, -2.4009, -2.3717)  -0.545
C (2.7846, -3.1428, -3.1964)  -0.087
C (0.6689, -1.7602, -3.2512)  -0.114
C (2.5788, 0.4321, -2.0117)  -0.295
C (3.3945, 0.3962, -3.1370)  -0.065
C (3.8761, 1.5435, -3.7561)  -0.248
C (4.7955, 1.4573, -4.9249)  -0.028
C (3.5365, 2.7754, -3.1908)  0.001
C (2.6385, 2.8440, -2.1537)  -0.016
C (2.0661, 1.6847, -1.5771)  -0.294
N (1.0925, 1.7835, -0.6250)  -0.019
C (0.2503, 2.8460, -0.6949)  -0.338
C (-0.0441, 3.5501, -1.8908)  -0.006
C (-0.8524, 4.6554, -1.8875)  0.003
C (-1.4388, 5.1216, -0.7013)  -0.242
C (-2.2643, 6.3611, -0.6792)  -0.027
C (-1.2615, 4.3668, 0.4482)  -0.042
C (-0.4441, 3.2418, 0.4810)  -0.298
P (-0.3224, 2.1512, 1.8974)  1.085
C (-1.6845, 2.5543, 3.1178)  -0.508
C (-3.0313, 2.3805, 2.4134)  -0.107
C (-1.5861, 3.8691, 3.8884)  -0.081
C (1.3493, 2.4147, 2.6962)  -0.515
C (1.7035, 3.8879, 2.8380)  -0.079
C (1.4098, 1.6625, 4.0221)  -0.098
H (6.0267, -1.6568, -0.7386)  0.097
H (5.2670, -0.3152, -1.5781)  0.082
H (5.0814, -1.9663, -2.1852)  0.067
H (3.8389, -2.5799, -0.0850)  0.106
H (4.2124, 0.3755, 0.6064)  0.085
H (5.0232, -0.9743, 1.3944)  0.094
H (3.2755, -0.7882, 1.5688)  0.035
H (1.2401, -3.1472, -1.7359)  0.045
H (3.2786, -2.5073, -3.9232)  0.071
H (2.2753, -3.9250, -3.7566)  0.093
H (3.5329, -3.6244, -2.5711)  0.076
H (1.1003, -1.0126, -3.9153)  0.082
H (-0.1017, -1.2872, -2.6297)  0.045
H (0.1879, -2.5215, -3.8625)  0.096
H (3.7002, -0.5631, -3.5261)  0.093
H (5.2429, 0.4698, -5.0121)  0.085
H (5.5840, 2.2030, -4.8532)  0.091
H (4.2366, 1.6581, -5.8393)  0.096
H (3.9721, 3.6828, -3.5805)  0.129
H (2.3952, 3.8035, -1.7197)  0.125
H (0.3479, 3.1843, -2.8301)  0.126
H (-1.0533, 5.1774, -2.8111)  0.129
H (-1.9028, 7.0814, -1.4098)  0.090
H (-2.2548, 6.8146, 0.3093)  0.087
H (-3.3007, 6.1253, -0.9313)  0.099
H (-1.7465, 4.7006, 1.3472)  0.087
H (-1.5955, 1.7423, 3.8544)  0.089
H (-3.2946, 3.2496, 1.8205)  0.076
H (-3.8196, 2.2327, 3.1475)  0.095
H (-3.0155, 1.5078, 1.7536)  0.035
H (-1.4718, 4.7366, 3.2474)  0.070
H (-0.7594, 3.8580, 4.5922)  0.068
H (-2.5000, 4.0056, 4.4631)  0.097
H (2.0489, 1.9460, 1.9920)  0.094
H (1.0282, 4.4136, 3.5071)  0.069
H (1.6880, 4.3894, 1.8729)  0.079
H (2.7079, 3.9700, 3.2524)  0.095
H (0.7364, 2.0911, 4.7598)  0.076
H (2.4131, 1.7195, 4.4365)  0.095
H (1.1696, 0.6037, 3.8856)  0.044

The total charge is +2. The energy above the lowest of the compared OMol25 structures with the same formula, charge and spin comes out at 1.6182 eV. The value obtained for the lowest unoccupied orbital energy is -7.5 eV. For the orbital gap, the calculation gives 4.4607 eV.